Below is a 2-piece molecular cluster, C4H13N overall in a non-equilibrium geometry, with properties calculated with ωB97M-V with the def2-TZVPD basis set.

- SMILES: CCC.CN
- Orbital gap: 10.37 eV
- Charge: 0
- Relative energy (zero: lowest compared OMol25 entry of this formula, charge and spin): 7.0 kcal/mol

The geometry in XYZ format:
```
18
C4H13N (ωB97M-V with the def2-TZVPD basis set)
C 0.3993 1.4100 1.6193
C 1.2954 1.8983 0.4982
C 0.7213 1.6253 -0.9196
H -0.5984 1.8556 1.4726
H 0.7368 1.6077 2.6291
H 0.0956 0.3757 1.4213
H 2.2570 1.3725 0.5648
H 1.5400 2.9615 0.5930
H 1.4923 1.9005 -1.6312
H 0.6597 0.5342 -0.9096
H -0.2312 2.1347 -0.9714
C -0.6281 -2.5656 -0.7526
N -1.9699 -2.0566 -0.4419
H -0.5303 -3.5839 -0.3493
H 0.1933 -2.0004 -0.3266
H -0.5202 -2.6644 -1.8285
H -2.2851 -2.4000 0.4578
H -2.6276 -2.4051 -1.1255
```